No. 1
An isolated molecule of C3H6OS2 at a distorted geometry, computed with the ωB97M-V functional and the def2-TZVPD basis.

Geometry as XYZ:
```
12
C3H6OS2 (the ωB97M-V functional and the def2-TZVPD basis)
C -0.052 1.421 0.108
C -0.185 -0.019 -0.381
C 1.048 -0.889 -0.032
H -0.612 2.092 -0.638
H 0.949 1.749 0.220
H -0.530 1.542 1.103
H -0.058 -0.012 -1.471
H -1.954 -0.533 1.299
H -0.090 -2.276 -0.194
O 0.820 -2.178 0.088
S -1.857 -0.680 -0.072
S 2.518 -0.218 -0.030
```

Calculated values
Molar mass   122.214 g mol⁻¹
SMILES string   C[C@H](S)C(O)=S
Net charge   0
Frontier orbital gap   8.99 eV
E   -26925.633 eV
Energy relative to the best compared isomer or geometry (same formula, charge and spin)   0.809 eV

---

No. 2
A structure of composition C3H6S2 at a distorted geometry, computed with the ωB97M-V functional and the def2-TZVPD basis.

Geometry as XYZ:
```
11
C3H6S2 (the ωB97M-V functional and the def2-TZVPD basis)
C -0.352 0.215 -0.387
C 0.619 1.150 0.219
C 0.266 -1.064 0.152
H -1.647 -0.468 1.251
H -0.171 0.415 -1.394
H 0.815 2.193 0.037
H 0.524 1.004 1.411
H 0.065 -1.148 1.275
H 0.105 -1.983 -0.475
S -2.173 0.018 -0.047
S 1.992 -0.132 -0.078
```

Calculated values
Molar mass   106.215 g mol⁻¹
Net charge   0
Frontier orbital gap   9.58 eV
E   -24876.576 eV
Energy relative to the best compared isomer or geometry (same formula, charge and spin)   2.133 eV

---

No. 3
A structure of composition C3H6S2 at a distorted geometry, computed with the ωB97M-V functional and the def2-TZVPD basis.

Geometry as XYZ:
```
11
C3H6S2 (the ωB97M-V functional and the def2-TZVPD basis)
C -0.370 1.357 -0.790
C 0.520 0.324 0.205
C -0.026 -0.949 0.572
H -0.161 2.689 -0.571
H -0.101 1.118 -1.971
H -1.407 1.293 -0.570
H 1.518 -0.124 -0.334
H 0.611 0.544 1.447
H 0.152 -3.143 0.824
S 0.789 -2.308 -0.154
S -1.524 -0.800 1.342
```

Calculated values
Molar mass   106.215 g mol⁻¹
Net charge   0
Frontier orbital gap   8.06 eV
E   -24874.936 eV
Energy relative to the best compared isomer or geometry (same formula, charge and spin)   3.772 eV

---

No. 4
An isolated molecule of C3H6S3Si at a distorted geometry, computed with the ωB97M-V functional and the def2-TZVPD basis.

Geometry as XYZ:
```
13
C3H6S3Si (the ωB97M-V functional and the def2-TZVPD basis)
C -0.414 1.294 0.442
C -0.769 -1.134 0.160
C -0.715 0.132 -0.474
Si 1.940 -0.208 -0.210
S 1.388 1.574 0.856
S 0.931 -1.780 0.682
S 0.482 0.174 -1.925
H -0.942 2.070 -0.138
H -0.765 1.141 1.483
H -1.276 -1.180 1.180
H -1.198 -1.887 -0.461
H -1.825 0.296 -0.767
H 3.163 -0.493 -0.827
```

Calculated values
Molar mass   166.368 g mol⁻¹
SMILES string   C1S[Si@H]2SC[C@@H]1S2
Net charge   0
Frontier orbital gap   8.96 eV
E   -43592.606 eV
Energy relative to the best compared isomer or geometry (same formula, charge and spin)   0.000 eV

---

No. 5
A structure of composition C3H7AgClNO at a distorted geometry, computed with the ωB97M-V functional and the def2-TZVPD basis.

Geometry as XYZ:
```
14
C3H7AgClNO (the ωB97M-V functional and the def2-TZVPD basis)
Ag -4.793 -1.984 1.675
Cl -2.507 -1.695 0.332
C 1.306 -1.427 -0.496
C 1.325 0.057 -0.195
O 2.366 0.695 -0.096
N 0.100 0.625 -0.096
C -0.170 2.007 0.161
H 0.817 -2.007 0.290
H 2.322 -1.822 -0.491
H 0.868 -1.698 -1.455
H -0.676 0.014 -0.302
H 0.613 2.614 0.600
H -1.051 2.083 0.807
H -0.522 2.538 -0.733
```

Calculated values
Molar mass   216.416 g mol⁻¹
Net charge   0
Frontier orbital gap   6.40 eV
E   -23283.474 eV
Energy relative to the best compared isomer or geometry (same formula, charge and spin)   0.119 eV

---

No. 6
A cluster of 2 separate species, C3H7BO3 in total at a distorted geometry, computed with the ωB97M-V functional and the def2-TZVPD basis.

Geometry as XYZ:
```
14
C3H7BO3 (the ωB97M-V functional and the def2-TZVPD basis)
B 0.594 1.314 -0.078
C -2.580 -0.014 -0.221
C 1.039 -0.900 1.139
C 0.711 0.612 1.148
O -2.309 0.717 -1.097
O -2.081 -0.055 1.013
O 0.001 1.659 -1.153
H -3.558 -0.699 -0.287
H 1.756 -1.202 1.910
H 0.174 -1.491 1.370
H 1.325 -1.237 0.213
H 0.834 0.971 2.112
H -1.086 0.119 1.001
H 0.356 2.044 -1.930
```

Calculated values
Molar mass   101.898 g mol⁻¹
SMILES string   C/C=B\O.O=CO
Net charge   0
Frontier orbital gap   8.55 eV
E   -10041.996 eV
Energy relative to the best compared isomer or geometry (same formula, charge and spin)   3.988 eV

---

No. 7
An isolated molecule of C3H7BS2 at a distorted geometry, computed with the ωB97M-V functional and the def2-TZVPD basis.

Geometry as XYZ:
```
13
C3H7BS2 (the ωB97M-V functional and the def2-TZVPD basis)
B 1.054 0.971 -0.402
C 0.445 0.183 2.395
C 0.551 -1.349 2.345
C 0.701 1.282 -1.890
S -0.357 0.386 0.751
S 1.943 -2.021 2.034
H -0.273 0.718 3.171
H 1.438 0.760 2.399
H 2.155 0.789 -0.075
H -0.437 -1.728 2.089
H -0.291 1.531 -2.149
H 0.912 0.274 -2.244
H 1.326 1.997 -2.421
```

Calculated values
Molar mass   118.035 g mol⁻¹
SMILES string   CBSCC=S
Net charge   0
Frontier orbital gap   8.38 eV
E   -25570.128 eV
Energy relative to the best compared isomer or geometry (same formula, charge and spin)   2.063 eV

---

No. 8
A cluster of 2 separate species, C3H7Br in total at a distorted geometry, computed with the ωB97M-V functional and the def2-TZVPD basis.

Geometry as XYZ:
```
11
C3H7Br (the ωB97M-V functional and the def2-TZVPD basis)
C -0.339 -0.964 -0.428
C -0.560 1.503 -0.506
C 0.281 0.117 -0.240
Br 2.008 0.120 0.222
H 1.056 -1.867 1.424
H -1.492 -1.139 -0.447
H 0.180 -1.967 -0.455
H -0.469 2.133 0.369
H -1.636 1.360 -0.842
H -0.010 2.167 -1.130
H 0.981 -1.464 2.032
```

Calculated values
Molar mass   122.993 g mol⁻¹
SMILES string   C=C(C)Br.[H][H]
Net charge   0
Frontier orbital gap   10.40 eV
E   -73264.139 eV
Energy relative to the best compared isomer or geometry (same formula, charge and spin)   2.238 eV